Record 1
Entry from the OMol25 dataset: 2 unconnected molecules or ions with the total composition C2H8S3 in a non-equilibrium geometry (ωB97M-V/def2-TZVPD).

Values from the calculation:
calculated total energy: -1275.50329 a.u.
HOMO level: -0.3148 Eh
relative energy (zero: lowest compared OMol25 entry of this formula, charge and spin): 27.33 kcal per mole
max |F|: 2.04 eV/A
gap between HOMO and LUMO: 8.27 eV
SMILES string: CSC.SS

Element x y z (Å)
C 0.285 1.703 1.406
S -1.353 1.958 0.688
C -1.253 0.817 -0.770
H 1.049 2.279 0.886
H 0.219 1.961 2.461
H 0.582 0.651 1.369
H -1.825 1.311 -1.547
H -1.832 -0.001 -0.351
H -0.207 0.663 -1.011
S 1.966 -3.867 -0.895
S 0.215 -2.924 -0.093
H 2.166 -2.955 -1.868
H -0.012 -1.596 -0.274

Cartesian forces (eV/Å) of the 2 atoms listed first:
C 0.012 -0.427 -0.026
S 0.362 0.178 -0.258

=====

Record 2
Entry from the OMol25 dataset: a molecular structure, C3H3NS in a non-equilibrium geometry (ωB97M-V/def2-TZVPD).

Values from the calculation:
calculated total energy: -568.72167 a.u.
HOMO level (alpha / beta): -0.2047 / -0.3490 Eh
relative energy (zero: lowest compared OMol25 entry of this formula, charge and spin): 137.89 kcal per mole
max |F|: 6.68 eV/A
multiplicity: 3
gap between HOMO and LUMO (alpha / beta): 4.25 / 5.65 eV
<S²>: 2.02

Element x y z (Å)
C -2.193 1.595 0.288
C -1.282 0.784 0.220
C -0.472 -0.243 0.198
N -0.204 -1.374 0.230
S 2.471 -0.671 0.138
H -3.016 2.268 0.207
H 3.290 -0.788 -1.473
H 1.407 -1.571 0.192

Cartesian forces (eV/Å) of the 2 atoms listed first:
C -0.204 0.640 -0.380
C -1.493 0.720 0.084

=====

Record 3
Entry from the OMol25 dataset: a molecular structure, C16H22CaCl2O23 in a non-equilibrium geometry (ωB97M-V/def2-TZVPD).

Values from the calculation:
calculated total energy: -3951.08815 a.u.
HOMO level: -0.3208 Eh
max |F|: 2.05 eV/A
gap between HOMO and LUMO: 8.76 eV

Element x y z (Å)
Ca -10.985 17.514 2.532
Cl -8.226 15.502 3.641
O -6.810 15.604 3.471
O -8.883 16.004 2.436
O -8.626 14.136 3.863
O -8.672 16.329 4.749
Cl -12.741 18.796 4.884
O -13.869 18.108 4.291
O -13.111 19.502 6.061
O -11.757 17.751 5.185
O -12.103 19.654 3.894
C -10.250 18.040 -3.069
C -9.127 17.030 -2.951
O -9.042 16.888 -1.525
C -10.256 17.162 -1.003
O -10.523 16.990 0.140
O -11.091 17.615 -1.966
H -10.890 17.914 -3.938
H -9.906 19.067 -2.943
H -8.184 17.359 -3.374
H -9.418 16.073 -3.385
C -5.980 19.288 4.070
C -6.881 19.525 5.301
O -8.164 19.740 4.739
C -8.157 19.233 3.495
O -9.143 18.856 2.934
O -6.925 18.967 3.060
H -5.268 18.502 4.291
H -5.486 20.218 3.792
H -6.534 20.373 5.889
H -6.901 18.648 5.949
C -15.802 15.335 0.062
C -16.241 15.560 1.512
O -15.076 16.085 2.144
C -14.159 16.394 1.237
O -13.153 16.999 1.430
O -14.528 15.982 0.001
H -16.438 15.832 -0.664
H -15.715 14.268 -0.138
H -16.599 14.693 2.063
H -17.052 16.285 1.630
C -11.968 11.970 2.044
C -12.437 11.992 3.503
O -12.750 13.365 3.663
C -11.964 14.070 2.825
O -11.602 15.192 3.003
O -11.478 13.283 1.842
H -12.859 11.830 1.424
H -11.271 11.163 1.840
H -11.766 11.599 4.264
H -13.334 11.369 3.527
C -14.327 22.038 -0.559
C -13.844 20.737 -1.155
C -12.512 20.895 -1.868
O -11.585 20.774 -0.774
C -12.184 19.994 0.154
O -11.628 19.460 1.054
O -13.497 19.812 -0.140
H -13.559 22.503 0.056
H -15.170 21.798 0.090
H -14.672 22.706 -1.346
H -14.519 20.398 -1.944
H -12.387 21.818 -2.433
H -12.242 20.093 -2.562

Cartesian forces (eV/Å) of the 2 atoms listed first:
Ca -0.041 -0.132 0.570
Cl -0.606 0.072 0.545

=====

Record 4
Entry from the OMol25 dataset: a molecular structure, C52H45BBr2CsN11OS in a non-equilibrium geometry (ωB97M-V/def2-TZVPD).

Values from the calculation:
calculated total energy: -8277.39597 a.u.
HOMO level: -0.1050 Eh
relative energy (zero: lowest compared OMol25 entry of this formula, charge and spin): 41.77 kcal per mole
max |F|: 2.88 eV/A
total charge: -2
gap between HOMO and LUMO: 6.05 eV

Element x y z (Å)
Cs 1.187 0.344 -0.108
C -1.967 -5.318 3.734
C -1.297 -4.622 2.594
C -0.426 -5.196 1.707
C -0.095 -4.171 0.813
N -0.715 -3.041 1.136
N -1.455 -3.317 2.232
B -2.337 -2.238 2.922
N -3.369 -1.696 1.898
N -3.089 -0.859 0.881
C -4.205 -0.727 0.176
C -5.247 -1.475 0.752
C -4.672 -2.086 1.842
C -5.327 -3.032 2.793
C -4.261 0.136 -1.015
C -3.089 0.547 -1.644
C -3.132 1.407 -2.729
C -4.351 1.850 -3.224
C -5.527 1.433 -2.613
C -5.481 0.590 -1.514
N -1.506 -1.145 3.671
N -0.774 -0.127 3.119
C -0.160 0.478 4.138
C -0.503 -0.120 5.355
C -1.353 -1.135 5.025
C -1.962 -2.095 5.990
C 0.740 1.630 3.987
C 1.426 1.884 2.810
C 2.238 2.997 2.671
C 2.390 3.881 3.730
C 1.727 3.633 4.921
C 0.909 2.520 5.047
C 0.759 -4.310 -0.369
C 1.868 -5.154 -0.337
C 2.635 -5.356 -1.471
C 2.299 -4.722 -2.657
C 1.202 -3.871 -2.690
C 0.444 -3.658 -1.553
H -1.790 -6.389 3.632
H -1.573 -5.009 4.698
H -3.041 -5.149 3.752
H -0.108 -6.224 1.683
H -2.969 -2.791 3.770
H -6.261 -1.587 0.412
H -6.369 -3.160 2.497
H -4.848 -4.010 2.783
H -5.302 -2.663 3.817
H -2.144 0.218 -1.243
H -2.203 1.736 -3.177
H -4.385 2.517 -4.074
H -6.484 1.782 -2.983
H -6.400 0.298 -1.023
H -0.156 0.132 6.341
H -1.762 -1.738 7.001
H -3.039 -2.192 5.862
H -1.527 -3.087 5.896
H 1.330 1.192 1.992
H 2.744 3.173 1.730
H 3.020 4.754 3.625
H 1.843 4.311 5.758
H 0.378 2.349 5.974
H 2.137 -5.637 0.594
H 3.504 -6.000 -1.428
H 2.898 -4.875 -3.545
H 0.930 -3.363 -3.608
H -0.401 -2.982 -1.580
Br -2.367 0.793 -7.692
C -1.640 -0.051 -6.155
C -2.477 -0.684 -5.257
C -1.878 -1.265 -4.145
N -0.576 -1.248 -3.915
C 0.215 -0.639 -4.796
C -0.278 -0.012 -5.941
C 1.677 -0.671 -4.499
C 2.625 -0.599 -5.517
C 3.957 -0.655 -5.151
Br 5.288 -0.577 -6.504
C 4.324 -0.776 -3.825
C 3.292 -0.849 -2.893
N 2.011 -0.796 -3.217
H -3.546 -0.714 -5.397
H -2.488 -1.759 -3.400
H 0.371 0.515 -6.622
H 2.343 -0.537 -6.557
H 5.356 -0.808 -3.513
H 3.523 -0.956 -1.837
C -2.934 2.688 1.370
S -1.147 2.493 1.301
C -0.765 4.192 0.857
O -0.841 1.719 0.066
H -3.174 3.404 2.152
H -3.347 1.708 1.606
H -3.290 3.023 0.397
H -0.975 4.844 1.702
H -1.353 4.460 -0.018
H 0.293 4.217 0.597
N 8.135 -1.310 1.714
C 6.982 -1.434 1.630
N 5.712 -1.694 1.607
C 4.779 -1.015 1.042
N 3.851 -0.500 0.558
C 1.912 3.031 -1.536
C 2.712 3.971 -1.558
C 3.651 5.043 -1.586
C 3.676 5.970 -2.639
C 4.594 7.007 -2.667
C 5.521 7.159 -1.643
C 5.512 6.252 -0.591
C 4.596 5.215 -0.561
H 2.956 5.854 -3.440
H 4.589 7.703 -3.498
H 6.242 7.967 -1.668
H 6.232 6.349 0.213
H 4.603 4.503 0.255

Cartesian forces (eV/Å) of the 2 atoms listed first:
Cs 1.176 -2.095 -1.592
C -0.050 0.064 -0.042

=====

Record 5
Entry from the OMol25 dataset: a molecular structure, C6H6Cl2O in a non-equilibrium geometry (ωB97M-V/def2-TZVPD).

Values from the calculation:
calculated total energy: -1227.59241 a.u.
HOMO level (alpha / beta): -0.2325 / -0.3732 Eh
max |F|: 4.45 eV/A
multiplicity: 3
gap between HOMO and LUMO (alpha / beta): 7.11 / 7.11 eV
<S²>: 2.01

Element x y z (Å)
C -0.327 1.276 1.003
C 0.601 0.141 -1.171
C 0.439 -1.329 -1.078
C 0.805 0.248 1.298
C 0.043 -0.447 0.162
C -1.370 0.267 0.505
O -0.312 2.471 0.665
Cl -2.588 0.382 -0.676
Cl -2.037 -0.770 1.855
H 1.619 0.606 -1.241
H -0.209 0.727 -1.697
H -0.452 -1.731 -1.506
H 1.244 -2.124 -1.223
H 0.826 -0.317 2.243
H 1.718 0.600 0.861

Cartesian forces (eV/Å) of the 2 atoms listed first:
C -1.575 -1.636 3.199
C -0.929 0.670 -0.845

=====

Record 6
Entry from the OMol25 dataset: a molecular structure, C2H3OTl in a non-equilibrium geometry (ωB97M-V/def2-TZVPD).

Values from the calculation:
calculated total energy: -325.32119 a.u.
HOMO level (alpha / beta): -0.5329 / -0.5683 Eh
relative energy (zero: lowest compared OMol25 entry of this formula, charge and spin): 37.32 kcal per mole
max |F|: 11.93 eV/A
multiplicity: 2
total charge: +1
gap between HOMO and LUMO (alpha / beta): 9.32 / 8.77 eV
<S²>: 0.75

Element x y z (Å)
H 0.862 0.468 -0.942
O -1.017 -1.078 -0.281
C -0.796 0.151 -0.562
C 0.342 0.794 0.116
H 0.277 1.890 0.066
H 0.612 0.415 1.117
Tl -0.279 -2.640 0.485

Cartesian forces (eV/Å) of the 2 atoms listed first:
H 0.509 0.708 2.398
O -3.416 10.337 -4.881